DFT (ωB97M-V/def2-TZVPD) results for C17H20N4O8Sn as an isolated structure.

Its HOMO energy is -14.97 eV. The total charge is +2. The HOMO-LUMO gap comes out at 0.243 Eh. As for the total energy: -1694.50822 hartree.

```
50
Properties=species:S:1:pos:R:3:mulliken_charge:R:1
Sn -0.291 0.620 1.036 1.149
O -6.908 3.962 0.370 -0.360
C -5.898 3.383 0.587 0.331
C -4.906 2.839 -0.486 0.372
O -4.932 3.012 -1.664 -0.406
C -3.800 2.057 0.256 0.333
C -3.995 2.254 1.779 0.508
O -3.187 1.920 2.595 -0.444
C -5.335 3.005 1.996 0.230
O -5.842 3.232 3.043 -0.365
O -2.948 1.378 -0.251 -0.186
N 7.024 0.283 1.778 -0.309
C 6.259 0.075 0.688 0.260
O 6.692 -0.191 -0.410 -0.573
C 4.751 0.192 0.860 0.976
C 4.102 0.705 1.973 -0.777
C 2.721 0.775 1.967 -0.481
N 1.987 0.370 0.924 -0.139
C 2.614 -0.121 -0.158 -0.358
C 3.982 -0.224 -0.223 -0.615
H 8.022 0.199 1.670 0.255
H 6.660 0.425 2.701 0.149
H 4.632 1.072 2.840 0.341
H 2.184 1.176 2.820 0.419
H 1.984 -0.416 -0.986 0.542
H 4.482 -0.606 -1.103 0.514
C -0.037 -5.027 0.289 -0.892
N -0.208 -3.674 0.829 0.109
C -0.513 -3.530 2.255 -0.933
C -0.140 -2.624 0.063 0.260
O -0.324 -1.447 0.485 -0.564
H 0.757 -5.535 0.831 0.364
H 0.224 -4.976 -0.765 0.306
H -0.965 -5.585 0.404 0.367
H -0.423 -4.503 2.727 0.376
H -1.528 -3.157 2.387 0.334
H 0.187 -2.839 2.719 0.287
H 0.084 -2.807 -0.989 0.343
C -1.775 -0.119 -2.757 -0.832
N -1.307 1.258 -2.872 0.202
C -1.836 2.049 -3.988 -0.876
C -0.490 1.785 -2.011 0.112
O -0.008 1.199 -0.991 -0.593
H -1.912 -0.522 -3.758 0.417
H -2.721 -0.150 -2.222 0.279
H -1.034 -0.709 -2.225 0.110
H -1.569 1.573 -4.930 0.348
H -1.423 3.054 -3.960 0.301
H -2.920 2.106 -3.903 0.361
H -0.171 2.807 -2.220 0.449
```